Entry from the Open Molecules 2025 dataset: a cluster of 3 separate species, C4H11O4 in total in a non-equilibrium geometry (wB97M-V/def2-TZVPD).

```
! wB97M-V def2-TZVPD RIJCOSX def2/J DEFGRID3
* xyz -1 1
C -0.10584 -1.67164 -0.08806
O 0.38558 -2.78863 0.48113
C 0.98697 -0.57491 -0.15299
C 0.55672 0.76678 -0.78744
C -0.65806 1.30754 -0.10915
O -0.59205 2.11435 0.79310
H -0.38521 -1.75999 -1.17363
H -1.01147 -1.25437 0.41744
H 1.34018 -0.38331 0.86116
H 1.85499 -1.00615 -0.65313
H 0.48210 0.67445 -1.87364
H 1.36870 1.49225 -0.65033
H -1.62674 0.88709 -0.40344
H -1.87312 -2.80950 2.34689
H -0.92171 -3.39997 1.25800
O -1.56773 -3.65447 2.00073
H 0.25891 3.32897 -0.87825
H 0.89775 4.53477 -0.26577
O 0.61005 4.19673 -1.12264
*
```

The maximum force comes out at 1.14 eV/Å. Its LUMO energy is 3.32 eV.

For reference, the Mulliken charges in units of e are: -0.17 -0.89 -0.75 -0.35 -0.07 -0.51 0.07 0.08 0.26 0.31 0.39 0.38 0.37 0.25 0.45 -0.73 0.29 0.33 -0.70